Formula: H4N4
Source: the Open Molecules 2025 dataset
Level of theory: wB97M-V/def2-TZVPD

Values from the calculation:
Spin multiplicity ... 1
HOMO level ... -8.598 eV
LUMO level ... 0.8 eV
Orbital gap ... 9.3948 eV
ΔE to the lowest compared entry with this formula, charge and spin ... 88.8 kcal/mol

The geometry in XYZ format:
```
8
H4N4, DFT wB97M-V/def2-TZVPD
H -0.59687 -1.98939 0.05469
N 0.03072 -1.13422 -0.07901
N -0.90222 0.00004 -0.04294
N -2.08348 -0.09764 -0.06301
N -0.13891 1.17206 0.07357
H 0.82893 -1.14080 0.53242
H 0.86273 0.71348 0.02486
H -0.55124 2.00333 -0.48502
```

=====

Formula: H4N4O
Source: the Open Molecules 2025 dataset
Level of theory: wB97M-V/def2-TZVPD

Values from the calculation:
Spin multiplicity ... 1
HOMO level ... -9.122 eV
LUMO level ... -0.3 eV
Orbital gap ... 8.8254 eV
ΔE to the lowest compared entry with this formula, charge and spin ... 44.1 kcal/mol

The geometry in XYZ format:
```
9
H4N4O, DFT wB97M-V/def2-TZVPD
N 0.15000 -1.03499 -1.25242
N -1.83191 0.99897 1.30725
H 1.88471 -0.09402 -1.62259
O -2.54785 0.17765 1.83161
H -1.26765 1.64558 1.93290
N 1.19034 -0.36570 -0.98675
H 0.00703 -1.25960 -2.19751
N 1.52750 0.13284 0.12176
H 0.88782 -0.20072 0.86575
```

=====

Formula: H4N4O2
Source: the Open Molecules 2025 dataset
Level of theory: wB97M-V/def2-TZVPD

Values from the calculation:
Spin multiplicity ... 1
HOMO level ... -9.586 eV
LUMO level ... 0.5 eV
SMILES ... NNN[N+](=O)[O-]
Orbital gap ... 10.1274 eV
ΔE to the lowest compared entry with this formula, charge and spin ... 22.5 kcal/mol

The geometry in XYZ format:
```
10
H4N4O2, DFT wB97M-V/def2-TZVPD
O -0.95103 0.29385 1.55841
N -0.28835 0.56133 -0.45853
H 1.73916 -0.58924 -0.60622
H 0.08195 1.31336 -1.19071
H 1.32475 -1.69292 0.55369
H -0.97858 -1.09961 -0.16294
N -0.81254 1.09860 0.67036
O -1.06043 2.27365 0.69501
N -0.17950 -0.81276 -0.68947
N 1.12457 -1.34626 -0.36959
```

=====

Among the records above, which one has the lowest HOMO level?
H4N4O2

=====

Look up the orbital gap of the second one.
8.8254 eV

=====

Which value of LUMO level does entry 3 give?
0.5 eV

=====

Among the records above, which one has the lowest HOMO level?
H4N4O2